DFT (ωB97M-V with the def2-TZVPD basis set) results for a structure of composition C37H61N10O2PSTc in a non-equilibrium geometry.

## Properties
Orbital gap (spin up / spin down) ... 7.731 / 6.945 eV
Spin multiplicity ... 4
Molar mass ... 839.00 g/mol
HOMO level (spin up / spin down) ... -12.943 / -13.231 eV
Charge ... +2
Lowest unoccupied orbital energy (spin up / spin down) ... -5.2 / -6.3 eV

```
113
Properties=species:S:1:pos:R:3:forces:R:3
Tc 11.828038 9.451890 14.493539 -0.596 -1.431 -1.356
N 10.906722 10.880620 15.697619 0.535 1.211 0.213
C 9.549847 10.456488 16.098063 0.193 -1.089 0.838
C 8.970035 9.397885 15.213756 -1.401 0.763 -0.554
N 9.905222 8.326651 14.905298 -0.059 -0.817 0.660
C 9.458979 7.620384 13.625350 -0.027 1.878 0.775
C 10.639749 6.931047 13.008715 -0.033 0.088 -0.368
N 11.863763 7.497222 13.608560 0.594 -0.225 -0.689
C 9.812341 7.343596 16.080252 -0.732 -0.448 -1.123
C 10.460777 5.976623 15.923154 0.672 0.106 1.679
N 11.945685 5.946812 15.862770 -0.129 -0.504 0.061
H 11.472384 11.001079 16.543085 -0.277 0.121 -0.055
H 10.907068 11.744768 15.140776 -0.238 -0.354 0.456
H 8.851841 11.252041 16.123492 -0.469 1.114 0.069
H 9.622262 10.046068 17.105609 0.137 0.278 -0.051
H 8.643900 9.833267 14.275977 0.243 0.193 -0.180
H 8.013023 9.079339 15.679789 0.578 -0.325 -0.083
H 9.173102 8.481301 12.977273 -0.015 -0.906 0.288
H 8.603653 6.993069 13.860262 -0.109 -0.097 -0.147
H 10.646066 7.187449 11.959423 0.001 -0.031 -0.388
H 10.648411 5.838752 13.058369 -0.047 0.174 0.251
H 12.526304 7.438986 12.865700 1.028 0.082 -0.431
H 12.169916 6.839804 14.353615 0.146 0.070 0.577
H 8.725654 7.091236 16.126570 0.587 0.352 0.194
H 10.103584 7.828621 17.001684 0.184 0.185 -0.001
H 10.041348 5.416364 15.103446 0.003 -0.054 -0.431
H 10.100181 5.455488 16.828858 0.105 0.022 -0.258
H 12.205404 4.979346 15.745686 0.059 -0.401 -0.342
H 12.423273 6.171266 16.748970 -0.726 0.426 -0.318
C 16.957121 12.477144 19.898347 1.644 1.298 1.316
C 16.046622 11.481215 19.402162 -0.829 -2.161 -0.499
C 15.721018 10.304092 20.108194 -1.676 -0.043 -0.501
C 14.678730 9.477215 19.567073 1.404 -0.290 0.439
C 14.187042 9.698990 18.276866 -0.145 1.026 0.468
C 14.632804 10.785076 17.513066 0.822 0.782 1.057
C 15.561999 11.648376 18.093753 -0.573 -0.205 -0.228
S 12.882795 8.740427 17.625342 0.044 0.059 0.153
O 13.058315 7.420038 18.145407 -0.152 -0.851 0.480
O 11.568621 9.334324 17.797269 0.525 0.134 0.232
N 13.154264 8.785305 16.045728 0.075 0.236 -0.808
C 14.452843 8.473922 15.593356 0.052 -1.018 -0.370
C 15.426801 7.708618 16.208803 -0.796 -0.443 1.403
C 16.634350 7.438443 15.569182 0.293 -0.254 -0.818
C 16.916920 7.882338 14.299253 1.512 -0.734 0.437
C 16.010539 8.698651 13.647383 -1.387 0.192 1.014
C 16.267748 9.386626 12.469663 0.623 -0.474 -0.924
C 15.308055 10.182637 11.929722 0.574 0.740 -1.321
C 14.089611 10.292758 12.567934 -0.428 0.601 -0.451
N 13.817418 9.719848 13.717086 -1.185 -0.009 -0.066
C 14.747373 8.916507 14.290044 0.904 0.641 0.157
H 17.669535 12.721040 19.114557 0.369 0.048 0.149
H 17.476522 12.223878 20.840594 -0.101 -0.216 -0.619
H 16.470586 13.415922 20.137609 -0.425 0.218 -0.096
H 16.145283 10.071384 21.112631 -0.397 0.310 -1.006
H 14.370428 8.577417 20.129480 0.038 0.657 -0.409
H 14.298013 11.025555 16.512753 -0.159 -0.320 -0.024
H 15.920799 12.506792 17.521008 -0.146 -0.220 0.158
H 15.231568 7.248494 17.208096 0.244 0.598 -0.981
H 17.353017 6.796682 16.038479 0.182 -0.147 0.360
H 17.879753 7.609977 13.820528 -0.747 0.320 0.360
H 17.217109 9.205592 11.963008 -0.169 0.243 0.154
H 15.474004 10.745079 10.985392 -0.146 -0.540 0.833
H 13.323111 10.889049 12.108892 -0.308 0.161 0.095
N 11.023436 10.382487 13.019519 0.586 -1.208 1.424
P 10.600750 11.543575 12.077461 -0.631 1.972 -0.892
N 9.145456 12.295035 12.438535 -0.162 -1.278 -0.440
C 7.894138 11.475231 12.350381 -0.263 0.811 1.067
C 6.904079 11.878122 13.503475 0.075 -1.005 -0.256
C 6.541616 13.384952 13.503355 -0.205 -0.113 -0.753
C 7.587331 14.203811 12.696044 -0.813 -0.591 -0.389
C 8.993585 13.687404 12.900875 0.078 -0.261 0.252
N 11.735296 12.774857 11.980500 -0.076 0.441 0.423
C 12.271001 13.518777 13.131602 0.732 0.961 0.168
C 13.798840 13.831555 12.901038 -0.193 -0.124 0.810
C 14.063117 14.117869 11.441976 -1.407 -1.483 -0.750
C 12.816511 14.673818 10.796664 -0.301 -0.581 0.411
C 11.761529 13.579957 10.717966 0.132 -1.101 -0.467
N 10.461725 10.995459 10.539455 1.340 -0.853 0.177
C 9.538441 11.441674 9.526666 -0.320 0.625 -0.240
C 8.682188 10.284408 9.055692 -1.594 0.487 -1.330
C 9.382763 8.949959 9.206410 0.545 0.612 -0.990
C 10.877580 9.167916 8.941040 -0.087 -1.731 0.999
C 11.502505 10.012180 10.023415 -1.467 1.022 0.474
H 8.145999 10.397307 12.377454 -0.093 0.566 0.003
H 7.380724 11.669621 11.414607 0.011 -0.028 -0.332
H 7.375222 11.613072 14.467012 -0.098 0.174 -0.320
H 6.006270 11.214570 13.437104 0.582 0.609 -0.035
H 6.495808 13.717139 14.554734 0.029 0.082 -0.506
H 5.546756 13.595069 13.036378 0.697 -0.406 0.531
H 7.482703 15.216435 13.032721 0.367 0.677 0.138
H 7.344650 14.242617 11.607310 0.095 -0.292 0.693
H 9.222841 13.724523 13.964210 0.075 0.191 0.343
H 9.704891 14.323863 12.397059 0.221 0.132 -0.210
H 12.119063 12.989234 14.080239 0.155 -0.246 -0.293
H 11.764757 14.505953 13.306828 0.112 -0.808 -0.414
H 14.402157 12.948488 13.134251 -0.076 0.168 0.533
H 14.122758 14.684988 13.538830 -0.318 -0.638 -0.255
H 14.236980 13.143902 10.940873 0.140 0.338 0.084
H 14.894894 14.712375 11.214120 1.301 0.928 0.145
H 13.019862 15.045378 9.833037 0.225 0.228 -1.434
H 12.456341 15.536951 11.318284 -0.332 0.500 0.624
H 11.996939 12.849216 9.901714 0.024 0.751 0.519
H 10.776137 13.969677 10.474248 -0.221 0.248 0.078
H 10.083638 11.769855 8.641841 0.360 0.410 0.115
H 8.948254 12.308958 9.889508 0.331 -0.584 -0.221
H 8.423007 10.502948 7.979552 0.272 -0.404 0.909
H 7.710705 10.278376 9.562633 0.144 -0.114 0.080
H 8.955666 8.204529 8.549717 -0.036 -0.118 -0.283
H 9.201230 8.609446 10.191452 0.113 -0.536 1.295
H 11.028195 9.553426 7.965070 0.108 0.559 -0.946
H 11.441205 8.222857 8.990826 -0.311 0.055 -0.348
H 12.393811 10.499955 9.630962 0.148 0.346 0.196
H 11.750720 9.389990 10.873460 0.262 -0.111 0.182
```
Forces are in eV/Å.

Mulliken population analysis, charges in e, atoms 1 to 4: Tc -1.7317; N 0.0415; C -1.1004; C 0.2877